Computed, not measured: C5H11NOS in the gas phase in a non-equilibrium geometry, with wB97M-V/def2-TZVPD.

The calculation puts the frontier orbital gap (spin up / spin down) at 8.7 / 8.7 eV. Its SMILES is C=[S@](=O)(NC)C1CC1. Its total charge is 0. The energy above the lowest of the compared OMol25 structures with the same formula, charge and spin is 203.7 kcal/mol.

Last column: natural (NBO) charge in e.
Atoms and positions in Å:
C: -0.528 -1.521 -1.888  -0.9437
S: -0.431 -0.691 -0.453  1.5213
O: -1.373 -0.749 1.357  -0.8461
N: -0.792 0.862 -0.982  -0.7928
C: -1.637 1.535 -0.105  -0.5046
C: 1.353 -0.509 0.025  -0.3870
C: 1.556 0.685 0.923  -0.4077
C: 1.715 -0.764 1.484  -0.4064
H: -1.478 -1.699 -2.290  0.2362
H: 0.027 -2.488 -1.592  0.2222
H: -1.004 0.796 -1.983  0.4084
H: -1.529 2.654 0.120  0.1955
H: -2.734 1.533 -0.419  0.1783
H: -1.690 0.853 0.741  0.2980
H: 1.860 -0.798 -0.897  0.2616
H: 0.713 1.241 1.303  0.2484
H: 2.417 1.304 0.732  0.2286
H: 2.650 -1.181 1.878  0.2304
H: 0.906 -1.062 2.048  0.2594

***

Computed, not measured: 4 unconnected molecules or ions with the total composition C5H17N2O4 in a non-equilibrium geometry, with wB97M-V/def2-TZVPD.

The calculation puts the frontier orbital gap at 10.8 eV. Its total charge is +1. The energy above the lowest of the compared OMol25 structures with the same formula, charge and spin is 80.3 kcal/mol.

Last column: natural (NBO) charge in e.
Atoms and positions in Å:
O: 2.619 -1.329 0.121  -0.4896
C: 2.496 -0.200 0.517  0.4406
C: 1.054 0.279 0.774  -0.1630
C: 0.412 0.050 2.135  -0.4075
C: -0.818 0.858 2.455  -0.2880
C: -2.743 1.603 1.512  0.0051
N: -1.819 0.743 1.358  -0.4627
N: 0.181 -0.317 -0.269  -0.7214
H: 3.341 0.495 0.720  0.1624
H: 0.961 1.385 0.677  0.2242
H: 1.135 0.247 2.953  0.2502
H: 0.145 -1.102 2.141  0.2187
H: -1.251 0.377 3.323  0.2258
H: -0.507 1.845 2.881  0.2141
H: -3.541 1.745 0.797  0.1867
H: -2.910 2.053 2.489  0.1604
H: -0.688 -0.710 0.152  0.4835
H: 0.675 -1.007 -0.874  0.4625
H: -0.278 0.382 -0.945  0.4810
H: -1.552 -3.686 -1.247  0.4868
H: -0.890 -2.822 -2.125  0.4674
O: -1.029 -2.875 -1.154  -0.9502
H: 1.713 0.125 -3.297  0.4730
H: 2.070 1.526 -3.080  0.4850
O: 1.940 0.716 -2.565  -0.9536
H: -2.292 1.579 -2.862  0.4886
H: -1.211 0.714 -3.484  0.4753
O: -1.758 0.796 -2.691  -0.9556

***

Computed, not measured: 3 unconnected molecules or ions with the total composition C22H55N6O8P3S in a non-equilibrium geometry, with wB97M-V/def2-TZVPD.

The calculation puts the frontier orbital gap at 7.0 eV. Its SMILES is CCP(CC)[C@H]1OC(=O)O[C@@H]1CCCS(=O)(=O)O.CN(C)P(=O)(N(C)C)N(C)C.CN(C)P(=O)(N(C)C)N(C)C. Its total charge is 0.

Last column: Mulliken charge in e.
Atoms and positions in Å:
C: 3.724 -1.509 -1.461  -1.1907
C: 2.316 -0.974 -1.918  -0.3410
P: 2.458 0.888 -1.976  -0.3372
C: 2.990 1.402 -0.243  -0.3963
C: 4.193 2.403 -0.445  -1.0726
C: 0.783 1.698 -2.191  0.1275
O: 0.954 2.830 -3.107  -0.3539
C: -0.351 3.103 -3.452  0.5403
O: -0.942 4.089 -3.391  -0.4575
O: -0.847 1.887 -3.900  -0.4620
C: -0.368 0.937 -2.902  0.2323
C: -1.621 0.499 -2.085  -0.4933
C: -1.623 0.977 -0.608  -0.4137
C: -2.965 0.744 0.116  -1.2631
S: -3.004 -0.845 0.994  1.2610
O: -1.727 -1.492 1.022  -0.6004
O: -3.959 -1.728 0.350  -0.6297
O: -3.473 -0.522 2.523  -0.4794
H: 4.496 -0.735 -1.634  0.3441
H: 3.705 -1.735 -0.384  0.2971
H: 3.991 -2.409 -2.036  0.3538
H: 2.130 -1.313 -2.949  0.4309
H: 1.543 -1.329 -1.217  0.2978
H: 3.403 0.548 0.320  0.3699
H: 2.170 1.902 0.304  0.2595
H: 4.886 1.892 -1.137  0.4049
H: 3.760 3.289 -0.938  0.3024
H: 4.690 2.645 0.504  0.2324
H: 0.584 2.208 -1.232  0.1077
H: 0.024 0.109 -3.517  0.3243
H: -1.799 -0.587 -2.187  0.0201
H: -2.486 0.986 -2.573  0.4454
H: -1.434 2.066 -0.626  0.4307
H: -0.765 0.508 -0.093  0.3461
H: -3.819 0.819 -0.572  0.4100
H: -3.082 1.546 0.868  0.6119
H: -3.249 0.407 2.709  0.3682
C: -3.145 -3.821 -2.179  -0.8570
N: -4.038 -4.277 -3.233  0.3049
C: -4.417 -3.171 -4.114  -1.1735
P: -3.809 -5.750 -4.091  0.7692
O: -2.484 -5.409 -4.755  -0.8800
N: -3.214 -7.114 -3.184  0.1629
C: -2.673 -7.013 -1.844  -1.0583
C: -2.375 -8.020 -3.969  -1.0908
N: -5.421 -6.205 -3.609  0.0805
C: -6.141 -5.799 -2.422  -0.8163
C: -6.019 -7.326 -4.322  -1.1573
H: -3.517 -2.895 -1.718  0.3042
H: -2.122 -3.644 -2.537  0.2439
H: -3.115 -4.521 -1.346  0.2107
H: -5.453 -3.301 -4.447  0.3222
H: -3.778 -3.120 -5.004  0.3354
H: -4.363 -2.207 -3.610  0.3343
H: -1.783 -6.370 -1.807  0.3671
H: -2.381 -8.000 -1.475  0.3705
H: -3.417 -6.653 -1.133  0.2364
H: -1.342 -7.660 -4.058  0.3203
H: -2.776 -8.140 -4.978  0.3146
H: -2.363 -9.015 -3.516  0.3697
H: -5.526 -5.832 -1.522  0.2276
H: -7.001 -6.451 -2.247  0.4144
H: -6.538 -4.785 -2.523  0.2013
H: -5.881 -8.264 -3.771  0.3535
H: -5.564 -7.444 -5.307  0.3487
H: -7.088 -7.168 -4.488  0.4302
C: 5.533 6.214 3.901  -1.0494
N: 4.081 6.236 3.824  0.2308
C: 3.620 7.263 2.887  -1.1520
P: 3.118 4.811 3.759  0.8297
O: 3.622 4.272 2.429  -0.9041
N: 3.650 3.457 4.718  0.1639
C: 4.953 3.378 5.346  -1.0347
C: 3.328 2.157 4.127  -1.0641
N: 2.267 5.399 5.161  0.0360
C: 2.766 6.263 6.207  -0.8443
C: 1.005 4.743 5.476  -1.1443
H: 5.921 7.230 4.000  0.4006
H: 6.002 5.745 3.027  0.2918
H: 5.878 5.710 4.802  0.3008
H: 2.688 7.707 3.254  0.2997
H: 3.430 6.850 1.890  0.2793
H: 4.338 8.074 2.778  0.4112
H: 5.767 3.406 4.609  0.3535
H: 5.050 2.445 5.907  0.3652
H: 5.095 4.168 6.083  0.2363
H: 4.047 1.860 3.353  0.3356
H: 2.335 2.177 3.671  0.2811
H: 3.303 1.384 4.899  0.3722
H: 3.766 5.986 6.545  0.2385
H: 2.114 6.233 7.083  0.4153
H: 2.797 7.307 5.882  0.2168
H: 1.145 3.954 6.226  0.3491
H: 0.575 4.285 4.582  0.3366
H: 0.266 5.457 5.848  0.4321

***

Computed, not measured: a molecular structure, C41H30Cl2FN8O2RuS, with wB97M-V/def2-TZVPD.

The calculation puts the frontier orbital gap (spin up / spin down) at 3.7 / 5.3 eV. Its spin multiplicity is 6. Its total charge is -2. Its expectation value of S² is 8.843.

Last column: natural (NBO) charge in e.
Atoms and positions in Å:
Ru: 0.040 0.133 0.239  1.0891
C: 0.821 2.942 2.631  -0.6309
C: 0.866 1.926 3.747  0.0138
C: 0.655 2.446 5.019  -0.2232
C: 0.484 1.646 6.130  -0.2220
C: 0.402 0.278 5.936  -0.2192
C: 0.600 -0.302 4.694  0.0096
C: 0.238 -1.761 4.575  -0.6416
C: 1.012 0.524 3.611  0.1741
N: 1.477 -0.081 2.427  -0.1947
C: 1.896 -1.535 2.367  0.5349
O: 2.865 -1.878 3.051  -0.6378
C: 1.093 -2.367 1.566  0.0112
C: 1.257 -3.780 1.580  -0.2256
C: 0.330 -4.569 0.961  -0.1978
C: -0.774 -3.982 0.304  -0.2918
C: -0.830 -2.608 0.256  0.1461
N: 0.078 -1.820 0.835  -0.4172
C: -1.914 -1.875 -0.491  0.6305
O: -2.886 -2.477 -0.945  -0.6622
N: -1.671 -0.550 -0.588  -0.5701
C: -2.615 0.226 -1.328  0.2351
C: -2.598 0.194 -2.728  -0.0106
C: -1.759 -0.784 -3.505  -0.6415
C: -3.438 1.055 -3.428  -0.2182
C: -4.317 1.892 -2.765  -0.2188
C: -4.388 1.845 -1.382  -0.2278
C: -3.553 1.011 -0.648  -0.0287
C: -3.701 0.953 0.848  -0.6289
H: -0.006 3.625 2.838  0.2118
H: 0.640 2.497 1.661  0.2424
H: 1.735 3.538 2.577  0.2163
H: 0.587 3.524 5.113  0.1980
H: 0.336 2.080 7.111  0.1956
H: 0.123 -0.369 6.760  0.1940
H: -0.412 -2.017 5.414  0.2000
H: 1.107 -2.419 4.595  0.2370
H: -0.318 -1.951 3.660  0.2373
H: 2.106 -4.184 2.113  0.2252
H: 0.439 -5.648 0.979  0.1973
H: -1.547 -4.551 -0.190  0.2320
H: -1.003 -1.266 -2.892  0.2307
H: -1.260 -0.292 -4.340  0.2291
H: -2.409 -1.567 -3.904  0.2137
H: -3.388 1.063 -4.511  0.2024
H: -4.950 2.571 -3.323  0.1933
H: -5.103 2.466 -0.852  0.1886
H: -4.756 1.066 1.113  0.1894
H: -3.130 1.740 1.341  0.2308
H: -3.327 0.016 1.251  0.2386
S: 0.964 3.142 -6.603  0.6018
N: 0.262 3.782 -5.229  -0.7128
C: 0.400 2.844 -4.292  0.1062
C: -0.076 2.976 -2.928  -0.0235
C: -0.757 4.071 -2.446  -0.1748
C: -1.195 4.090 -1.114  -0.3266
C: -0.913 3.005 -0.303  0.0598
N: -0.229 1.946 -0.726  -0.4774
C: 0.155 1.881 -2.046  0.1219
C: 0.791 0.713 -2.468  0.0995
N: 0.962 -0.289 -1.527  -0.5120
C: 1.600 -1.429 -1.895  -0.0009
C: 2.091 -1.615 -3.159  -0.2926
C: 1.935 -0.607 -4.139  -0.2842
C: 1.281 0.578 -3.795  0.0018
C: 1.062 1.663 -4.705  0.0173
N: 1.452 1.665 -6.007  -0.7344
H: -0.947 4.899 -3.118  0.2196
H: -1.766 4.918 -0.719  0.1997
H: -1.251 2.956 0.725  0.2113
H: 1.715 -2.184 -1.128  0.1981
H: 2.598 -2.542 -3.390  0.1974
H: 2.308 -0.726 -5.146  0.2165
F: -0.998 0.726 1.828  -0.6858
Cl: 4.027 0.623 4.034  0.0278
C: 3.831 1.732 2.708  -0.0790
C: 4.648 2.850 2.812  -0.2459
C: 4.780 3.755 1.777  -0.2395
C: 4.153 3.459 0.578  -0.2291
C: 3.348 2.342 0.470  -0.0596
Cl: 2.752 1.972 -1.102  0.0707
C: 3.007 1.511 1.566  0.1805
N: 1.973 0.616 1.359  -0.3371
H: 5.198 2.979 3.734  0.2166
H: 5.396 4.637 1.884  0.2048
H: 4.291 4.071 -0.302  0.2247

***

no.,electronic energy (eV)
1,-19728.2630
2,-16623.4048
3,-87721.3580
4,-100200.8032